Density functional theory data (ωB97M-V/def2-TZVPD) for a structure of composition C36H51N5O4Pb at a distorted geometry.

## Properties
F_max   9.1 eV/Å
LUMO (alpha / beta)   3.690 / 3.792 eV
Kohn-Sham gap (alpha / beta)   0.0494 / 0.1449 hartree
Total charge   -2
DFT total energy   -59038.96776 eV

```
97
Properties=species:S:1:pos:R:3:forces:R:3:lowdin_charge:R:1
Pb 0.00000 0.00000 0.00000 5.7 6.8 -2.2 1.30
C -1.18090 -1.11760 3.85920 0.0 0.0 -0.6 -0.02
C -0.92400 -0.63340 1.65460 -3.5 -1.8 6.3 -0.31
N -0.36720 -0.52290 2.90770 -0.4 -0.3 -0.4 0.02
H -3.12860 -2.11220 3.59010 0.1 0.1 0.0 0.12
N -2.11540 -1.27920 1.86210 0.4 -0.2 0.2 0.00
H -0.94020 -1.14480 4.90710 -0.1 0.0 -0.1 0.12
C 0.21910 -1.87510 -0.58300 -1.2 -5.4 -2.6 -0.50
C -0.06790 -2.16850 -1.92120 0.6 -1.4 0.2 -0.14
C 0.04260 -3.48110 -2.38390 0.1 0.2 -0.2 -0.10
C 0.45120 -4.52370 -1.54280 -0.2 0.3 0.1 -0.29
C 0.74780 -4.20860 -0.21360 0.2 0.2 0.0 -0.08
C 0.63090 -2.90180 0.26870 0.0 -0.5 -0.8 -0.13
H -0.36520 -1.37890 -2.60230 -0.1 0.0 -0.1 0.09
H -0.18820 -3.69190 -3.42670 0.0 -0.1 0.1 0.09
H 1.06450 -4.99710 0.46690 0.0 0.0 -0.1 0.09
H 0.84440 -2.70470 1.31330 -0.1 0.0 0.1 0.08
C 0.59480 -5.93330 -2.06370 0.0 0.0 0.0 -0.12
H 0.56650 -6.66150 -1.24720 0.0 0.1 -0.1 0.06
H 1.54900 -6.06250 -2.59020 -0.1 0.0 0.1 0.07
H -0.20380 -6.17940 -2.77150 0.1 0.0 0.1 0.06
C 0.90710 0.21680 3.21530 0.1 0.3 0.1 -0.53
C 1.08740 0.29270 4.73570 -0.1 0.0 -0.1 -0.05
C 2.09560 -0.52560 2.59210 -0.1 -0.1 0.2 -0.06
H 1.19950 -0.70070 5.18200 0.0 0.1 0.0 0.08
H 2.00320 0.85290 4.94080 -0.1 -0.1 -0.1 0.09
H 0.25550 0.81460 5.21980 0.1 0.0 -0.1 0.10
H 1.67100 2.22330 2.95860 0.0 -0.1 0.1 0.10
H -0.10710 2.13860 3.01900 0.2 -0.1 0.0 0.07
H 1.97880 -0.58560 1.50450 0.3 0.0 0.3 0.01
C 0.79600 1.64190 2.65250 0.1 0.1 0.2 -0.05
H 2.18060 -1.53590 3.00480 0.0 0.0 0.0 0.08
H 3.01870 0.01960 2.81270 -0.1 0.0 0.0 0.09
H 0.78100 1.63250 1.55390 0.1 0.3 0.6 -0.01
C -2.26780 -1.59450 3.20570 0.4 0.2 -0.3 -0.04
C -2.91410 -3.05590 0.32950 -0.1 0.1 0.1 -0.03
H -2.89640 -3.76530 1.16370 0.0 0.1 -0.1 0.08
H -3.72290 -3.34310 -0.35030 0.1 0.0 0.1 0.08
C -3.16900 -1.63060 0.84040 0.0 -0.1 0.1 -0.51
H -3.97820 -0.87570 -0.99230 0.2 0.0 0.0 0.10
C -4.54390 -1.56350 1.52840 0.1 0.0 -0.1 -0.05
H -4.69470 -0.59850 2.02240 0.0 -0.1 0.0 0.09
H -1.96660 -3.11880 -0.20630 -0.1 0.0 0.0 0.06
H -2.22130 -0.64000 -0.86420 -0.4 -0.1 -0.2 0.04
H -4.68680 -2.36590 2.25830 0.0 0.1 -0.1 0.07
H -5.31420 -1.68190 0.76160 0.1 0.0 0.1 0.09
C -3.16200 -0.61970 -0.30920 0.0 0.0 0.3 -0.03
H -3.32310 0.39700 0.06230 0.0 -0.2 -0.2 0.09
C 2.25900 2.87210 -8.05060 -0.5 -0.1 0.0 -0.11
N 2.11250 2.76700 -6.67110 -0.1 0.0 0.1 -0.07
H 0.73680 2.52490 -9.61520 0.0 0.0 0.1 0.07
N 0.21110 2.28200 -7.50850 0.1 0.1 0.2 -0.06
H 3.17850 3.14840 -8.53970 -0.1 0.0 0.1 0.08
C 3.17080 3.01450 -5.64820 -0.2 -0.1 -0.1 -0.57
C 4.48500 3.39850 -6.33300 -0.1 0.0 0.0 -0.10
C 2.69090 4.15570 -4.73930 0.1 -0.1 -0.1 -0.05
H 4.38100 4.31880 -6.91730 0.0 -0.1 0.1 0.07
H 5.24400 3.57190 -5.56460 -0.1 0.0 -0.1 0.08
H 4.84590 2.59910 -6.98870 0.0 0.1 0.1 0.07
H 4.09090 1.88230 -4.04120 -0.1 0.0 -0.1 0.08
H 3.69720 0.90970 -5.47940 -0.1 0.1 0.1 0.08
H 1.73050 3.88660 -4.29300 0.1 0.0 0.0 0.08
C 3.35200 1.72480 -4.83450 0.0 0.1 -0.1 -0.06
H 2.56180 5.07740 -5.31660 0.0 -0.1 0.0 0.08
H 3.42410 4.33790 -3.94610 -0.1 0.0 -0.1 0.08
H 2.39610 1.43690 -4.39040 0.1 0.0 0.0 0.07
C 1.04750 2.56270 -8.58430 0.3 0.1 0.4 -0.13
C -2.04450 2.93160 -6.81170 0.1 -0.1 -0.1 -0.07
H -1.94450 3.91840 -7.27580 0.0 -0.1 0.0 0.08
H -3.10330 2.65080 -6.80750 0.1 0.0 0.0 0.07
C -1.22620 1.88770 -7.58570 0.1 0.0 0.1 -0.57
H -2.42420 0.20010 -6.93090 0.1 0.0 0.0 0.06
C -1.68000 1.83550 -9.04690 0.1 0.0 0.2 -0.19
H -1.11090 1.09530 -9.61930 -0.1 0.1 0.0 0.05
H -1.67930 2.99140 -5.78360 -0.1 0.0 -0.1 0.07
H -1.00210 0.54590 -5.90620 -0.1 0.0 -0.1 0.07
H -1.58460 2.81210 -9.53330 0.0 -0.1 0.0 0.06
H -2.73440 1.54610 -9.07720 0.1 0.0 0.0 0.06
C -1.37220 0.50500 -6.93360 0.0 0.1 -0.1 -0.11
H -0.79130 -0.24230 -7.48460 -0.1 0.1 0.1 0.06
C 0.84630 2.40080 -6.30190 0.3 0.1 -0.7 0.01
O -1.99960 3.83320 -0.46590 0.8 -3.7 2.7 -0.07
C -1.73120 2.74500 0.21830 0.0 3.7 -3.8 -0.47
O -1.08270 1.77270 -0.46480 -3.3 2.1 1.3 -0.31
C -2.06670 2.81600 1.69590 0.2 -0.3 -0.6 -0.19
C -1.85360 4.01850 2.41240 -0.3 -0.2 1.3 -0.04
C -2.13800 4.10870 3.79230 0.5 0.3 -1.5 -0.02
C -2.67800 3.01050 4.49170 -0.2 0.3 1.5 -0.19
C -2.93990 1.84310 3.77380 -0.1 -0.8 -0.9 -0.03
C -2.64150 1.76440 2.41500 0.1 1.3 1.5 -0.08
N -2.96560 3.07450 5.89380 1.2 0.0 -5.1 -0.52
O -2.73180 4.06720 6.51400 1.4 5.1 2.0 -0.06
O -3.42020 2.12970 6.46380 -2.2 -5.1 1.7 -0.07
H -1.43260 4.88180 1.91590 0.0 -0.1 -0.1 0.10
H -1.93290 5.03350 4.31480 -0.1 -0.1 0.1 0.09
H -3.38010 0.98020 4.26200 0.0 0.2 0.1 0.09
H -2.90110 0.87710 1.95140 -0.4 -1.4 -0.9 0.04
```
Positions in Å, forces in eV/Å.